No. 1
Formula: C14H20N2O2
Source: the OMol25 dataset
Level of theory: ωB97M-V/def2-TZVPD

```
38
C14H20N2O2 | the OMol25 dataset | ωB97M-V/def2-TZVPD
C 1.245 3.756 2.007
C 1.921 2.400 1.824
N 2.756 2.405 0.631
C 2.028 2.242 -0.619
C 2.126 0.799 -1.165
N 2.210 -0.123 -0.060
C 1.216 -0.878 0.483
O 1.429 -1.560 1.478
C -0.108 -0.854 -0.161
C -1.075 -1.672 0.284
C -2.404 -1.729 -0.236
C -3.468 -2.521 0.133
C -4.540 -2.167 -0.711
C -4.070 -1.186 -1.541
C -4.730 -0.425 -2.633
O -2.782 -0.917 -1.259
C 3.455 0.014 0.675
C 3.882 1.498 0.686
H 0.697 3.772 2.946
H 0.547 3.963 1.200
H 1.995 4.542 2.021
H 1.159 1.606 1.809
H 2.572 2.218 2.681
H 2.440 2.938 -1.360
H 0.982 2.503 -0.454
H 1.285 0.572 -1.816
H 3.041 0.683 -1.758
H -0.319 -0.166 -0.962
H -0.850 -2.348 1.098
H -3.470 -3.258 0.909
H -5.527 -2.580 -0.708
H -4.202 -0.575 -3.574
H -4.722 0.642 -2.411
H -5.758 -0.758 -2.743
H 4.233 -0.606 0.214
H 3.272 -0.358 1.686
H 4.464 1.709 1.585
H 4.514 1.718 -0.179
```

SMILES: CCN1CCN(C(=O)/C=C/c2ccc(C)o2)CC1
Highest occupied orbital energy in Eh: -0.2931

Atom charges from the natural (NBO) analysis, given in e for atoms 1 to 2: -0.608 -0.214


No. 2
Formula: C14H20N2O3
Source: the OMol25 dataset
Level of theory: ωB97M-V/def2-TZVPD

```
39
C14H20N2O3 | the OMol25 dataset | ωB97M-V/def2-TZVPD
C -2.529 0.007 0.681
C -2.516 -0.955 -0.420
C -3.981 -0.909 -0.977
C -1.524 -0.711 -1.613
N -1.623 -1.867 -2.567
C -0.040 -0.365 -1.243
O 0.856 -1.157 -1.415
N 0.221 0.929 -0.700
C 1.615 1.263 -0.462
C 2.173 0.348 0.681
C 1.199 0.139 1.782
C 0.635 -1.114 1.862
C -0.282 -1.416 2.814
C -0.859 -0.469 3.637
C -0.301 0.817 3.586
C 0.672 1.104 2.688
C 2.416 1.322 -1.832
O 3.548 0.987 -1.898
O 1.766 2.044 -2.778
H -2.596 0.965 0.104
H -1.701 -0.084 1.306
H -3.439 -0.051 1.280
H -2.314 -2.021 0.089
H -4.048 -1.413 -1.932
H -4.731 -1.318 -0.262
H -4.186 0.152 -1.295
H -2.037 0.198 -2.027
H -1.050 -1.696 -3.371
H -1.317 -2.705 -2.136
H -0.532 1.553 -0.348
H 1.568 2.254 -0.049
H 3.145 0.831 1.138
H 2.402 -0.584 0.206
H 0.970 -1.940 1.266
H -0.717 -2.422 2.935
H -1.592 -0.683 4.360
H -0.722 1.677 4.079
H 0.921 2.114 2.520
H 2.359 2.378 -3.370
```

SMILES: CC(C)[C@H](N)C(=O)N[C@@H](Cc1ccccc1)C(=O)O
Highest occupied orbital energy in Eh: -0.3398

Atom charges from the natural (NBO) analysis, given in e for atoms 1 to 2: -0.618 -0.192


No. 3
Formula: C14H20N4O3
Source: the OMol25 dataset
Level of theory: ωB97M-V/def2-TZVPD

```
41
C14H20N4O3 | the OMol25 dataset | ωB97M-V/def2-TZVPD
O -0.610 2.124 -0.596
C 0.298 1.426 -1.013
C 1.780 1.782 -0.882
N 2.343 1.815 0.455
C 2.847 0.557 0.954
C 1.733 -0.460 1.269
N 0.524 0.255 1.617
C -0.679 -0.353 1.462
C -1.909 0.287 1.715
C -3.074 -0.416 1.517
C -3.020 -1.736 1.073
C -1.772 -2.270 0.829
N -0.636 -1.614 1.007
C 0.760 1.476 2.345
C 1.528 2.482 1.457
N 0.012 0.338 -1.751
C -1.332 -0.135 -2.026
C -1.128 -1.553 -2.589
O -1.293 -1.620 -3.977
C 0.313 -1.854 -2.143
O 0.971 -0.599 -2.191
H 1.875 2.795 -1.294
H 2.375 1.100 -1.490
H 3.416 0.788 1.860
H 3.538 0.135 0.223
H 1.520 -1.079 0.399
H 2.040 -1.127 2.087
H -1.950 1.317 2.024
H -4.027 0.058 1.700
H -3.915 -2.316 0.919
H -1.656 -3.287 0.471
H -0.177 1.914 2.677
H 1.357 1.237 3.237
H 2.189 3.087 2.089
H 0.828 3.144 0.951
H -1.820 0.512 -2.760
H -1.919 -0.128 -1.106
H -1.840 -2.266 -2.172
H -0.647 -1.036 -4.397
H 0.838 -2.520 -2.827
H 0.318 -2.257 -1.123
```

SMILES: O=C(CN1CCN(c2ccccn2)CC1)N1C[C@@H](O)CO1
Highest occupied orbital energy in Eh: -0.2889

Atom charges from the natural (NBO) analysis, given in e for atoms 1 to 2: -0.647 0.650


No. 4
Formula: C14H21BBr8FNO3
Source: the OMol25 dataset
Level of theory: ωB97M-V/def2-TZVPD

```
49
C14H21BBr8FNO3 | the OMol25 dataset | ωB97M-V/def2-TZVPD
N 0.094 2.206 -0.838
B -0.181 1.198 0.170
O -1.468 0.918 0.647
C 1.105 0.383 0.709
C 1.915 0.854 1.652
F 1.723 2.056 2.241
C 3.123 -0.025 2.021
O 3.493 -0.196 3.153
C 3.773 -0.702 0.806
C 2.968 -1.187 -0.141
C 1.464 -0.983 0.100
O 0.633 -1.816 -0.161
H -0.737 2.379 -1.401
H 0.453 3.066 -0.410
H -1.664 1.399 1.459
H 4.863 -0.757 0.727
H 3.337 -1.662 -1.056
Br -1.068 -5.532 -4.431
C -1.024 -5.605 -2.486
C -1.110 -4.230 -1.879
Br 0.580 -3.273 -2.003
H -0.117 -6.136 -2.211
H -1.891 -6.202 -2.205
H -1.311 -4.290 -0.812
H -1.862 -3.602 -2.350
Br -3.325 -4.417 1.063
C -2.503 -3.072 2.209
C -1.167 -3.531 2.728
Br -1.369 -4.828 4.167
H -3.216 -2.852 2.998
H -2.384 -2.193 1.576
H -0.622 -2.698 3.170
H -0.550 -3.998 1.965
Br 1.887 4.784 0.261
C 3.625 4.171 0.890
C 4.681 5.227 0.700
Br 5.243 5.346 -1.160
H 3.844 3.247 0.361
H 3.484 3.955 1.947
H 5.581 4.968 1.254
H 4.350 6.218 0.995
Br -6.008 3.508 -3.278
C -5.055 2.433 -1.964
C -3.621 2.871 -1.829
Br -2.541 2.245 -3.325
H -5.156 1.396 -2.271
H -5.591 2.586 -1.029
H -3.167 2.425 -0.944
H -3.507 3.950 -1.786
```

Highest occupied orbital energy in Eh: -0.3223

Atom charges from the natural (NBO) analysis, given in e for atoms 1 to 2: -1.137 1.121